i) # C4H10NO

An isolated ion of composition C4H10NO and charge -1 (ωB97M-V with the def2-TZVPD basis set, the OMol25 dataset).

Cartesian coordinates (Å):
C  -0.59601  1.73359  -0.49403
N  -0.67036  0.35737  -0.01171
C  -0.27261  0.28658  1.40385
C  0.16546  -0.50594  -0.87349
C  0.65750  -1.81993  -0.23984
O  1.82416  -1.68694  0.45383
H  -0.64176  1.71319  -1.58351
H  0.35491  2.19110  -0.20539
H  -1.43101  2.30920  -0.09885
H  -0.95897  -0.37173  1.93645
H  -0.33295  1.27870  1.85912
H  0.74722  -0.09166  1.51281
H  -0.41961  -0.73335  -1.78636
H  1.04715  0.04945  -1.24291
H  0.69793  -2.55980  -1.07344
H  -0.17106  -2.14981  0.44347

Results
SMILES string: CN(C)CC[O-]
Gap between HOMO and LUMO (eV): 6.346
LUMO level (eV): 4.124
E_HOMO (hartree): -0.082
Charge: -1

ii) # C4H10NO

An isolated ion of composition C4H10NO and charge -1 (ωB97M-V with the def2-TZVPD basis set, the OMol25 dataset).

Cartesian coordinates (Å):
C  0.81034  2.01826  -0.84064
N  0.75144  0.63998  -1.43515
C  0.60567  -0.46136  -0.45846
C  -0.70152  -0.40098  0.41394
C  -0.90856  -1.57734  1.44126
O  -1.44264  -1.46874  2.65890
H  1.16071  2.61963  -1.62669
H  1.56804  1.97141  0.02854
H  -0.19229  2.39070  -0.44202
H  -0.00158  0.54668  -2.14131
H  1.51696  -0.56213  0.20800
H  0.59268  -1.40179  -0.93256
H  -0.59972  0.56251  0.95208
H  -1.62517  -0.26681  -0.19630
H  -1.53019  -2.39297  0.92841
H  -0.00418  -2.21703  1.44199

Results
SMILES string: CNCCC[O-]
Gap between HOMO and LUMO (eV): 5.565
LUMO level (eV): 3.785
E_HOMO (hartree): -0.065
Charge: -1

Going by the energies, i) is most stable and the next is 49.8 kJ/mol up.

i) # C4H16N2O2

A 3-piece molecular cluster, C4H16N2O2 overall (ωB97M-V with the def2-TZVPD basis set, the OMol25 dataset).

Cartesian coordinates (Å):
C  -2.11526  -0.20289  -1.99181
N  -0.91015  -0.90975  -2.38551
C  0.31047  -0.48282  -1.76228
C  0.70913  1.04658  -2.26246
C  0.36351  -0.55639  -0.26251
N  1.72440  -0.38117  0.27712
H  -2.83670  -0.90990  -1.58653
H  -1.82441  0.57809  -1.28799
H  -2.58345  0.39947  -2.78132
H  -0.74202  -1.04837  -3.36744
H  1.20002  -0.97061  -2.16220
H  0.74170  1.71369  -1.40591
H  0.01275  1.36325  -3.03399
H  1.68106  0.92148  -2.72242
H  -0.19515  0.20378  0.29276
H  -0.06787  -1.49005  0.11314
H  2.31719  -1.19875  0.06210
H  2.26559  0.25073  -0.33130
O  -1.25089  -0.28172  3.33861
H  -1.44202  -0.21859  4.24809
H  -0.29260  -0.15211  3.15504
O  0.79133  0.42925  5.25418
H  1.71054  0.57649  5.47687
H  0.43282  1.32030  5.12576

Results
SMILES string: CN[C@@H](C)CN.O.O
Gap between HOMO and LUMO (eV): 9.017
LUMO level (eV): 0.744
E_HOMO (hartree): -0.304

ii) # C4H16N2O2

A 3-piece molecular cluster, C4H16N2O2 overall (ωB97M-V with the def2-TZVPD basis set, the OMol25 dataset).

Cartesian coordinates (Å):
C  2.44772  -0.54096  -1.56073
N  1.90194  -0.84368  -0.25195
C  0.99414  0.15073  0.24493
C  -0.39290  0.08441  -0.46560
N  -1.50696  -0.28059  0.38224
C  -2.78509  0.38642  0.13723
H  3.22333  0.23593  -1.43207
H  1.70212  -0.04529  -2.19235
H  2.60262  -1.52803  -2.05387
H  2.58363  -1.33456  0.29226
H  0.71344  0.18986  1.29519
H  1.38863  1.13954  -0.04472
H  -0.65250  0.98551  -1.07626
H  -0.37101  -0.70606  -1.26575
H  -1.68336  -1.30032  0.41991
H  -2.99570  1.12469  0.97391
H  -2.91088  1.02986  -0.78026
H  -3.61890  -0.34615  -0.01846
O  -0.16340  2.88727  0.05960
H  -0.82290  2.67528  0.71106
H  0.35299  3.66295  0.23868
O  -0.23326  -2.61159  2.38493
H  0.68377  -2.40094  2.54199
H  -0.45749  -2.61430  1.46008

Results
SMILES string: CNCCNC.O.O
Gap between HOMO and LUMO (eV): 8.775
LUMO level (eV): 0.740
E_HOMO (hartree): -0.295

iii) # C4H16N2O2

A 3-piece molecular cluster, C4H16N2O2 overall (ωB97M-V with the def2-TZVPD basis set, the OMol25 dataset).

Cartesian coordinates (Å):
C  1.42627  -2.75167  -1.05427
N  0.70164  -1.44470  -0.64997
C  -0.60130  -1.12131  -1.24267
C  -1.52098  -0.57019  -0.18185
C  -1.07662  0.77123  0.39254
N  -1.73145  1.93669  -0.06744
H  1.72620  -2.81112  -2.17377
H  2.24147  -2.86268  -0.34907
H  0.73702  -3.58983  -0.89865
H  1.36945  -0.80639  -1.10225
H  -1.15265  -2.01299  -1.61689
H  -0.41585  -0.39311  -2.07385
H  -1.56286  -1.23372  0.72606
H  -2.67810  -0.56445  -0.51094
H  -0.01603  0.90724  0.33261
H  -1.19984  0.59276  1.57438
H  -2.29438  1.58336  -0.91677
H  -2.51846  2.11967  0.51302
O  0.25570  1.08487  2.88797
H  0.04357  0.58783  3.72992
H  1.02423  0.61151  2.56789
O  2.09900  1.72832  -0.43265
H  1.18710  1.89357  -0.73304
H  2.51601  2.06045  -1.17176

Results
SMILES string: CNCCCN.O.O
Gap between HOMO and LUMO (eV): 9.723
LUMO level (eV): 0.794
E_HOMO (hartree): -0.328

iv) # C4H16N2O2

A 3-piece molecular cluster, C4H16N2O2 overall (ωB97M-V with the def2-TZVPD basis set, the OMol25 dataset).

Cartesian coordinates (Å):
C  1.35447  2.31654  0.30281
N  0.53611  1.14948  0.64727
C  -0.41477  0.81217  -0.39539
C  -1.15772  -0.47490  -0.05887
C  -2.37890  -0.18304  0.82221
N  -1.42229  -1.22231  -1.24748
H  1.93583  2.63203  1.17456
H  2.05073  1.99294  -0.46027
H  0.73916  3.18222  0.03314
H  0.05964  1.20643  1.53575
H  -1.12647  1.61775  -0.62013
H  0.19502  0.65862  -1.29170
H  -0.52838  -1.10327  0.58044
H  -2.76854  -1.06728  1.34493
H  -3.22823  0.16776  0.25809
H  -2.12643  0.50123  1.63946
H  -1.96429  -0.71881  -1.93429
H  -1.63297  -2.20421  -1.14361
O  1.45549  -2.92475  -1.54182
H  0.51745  -2.77089  -1.39631
H  1.96724  -2.37980  -0.94110
O  2.86444  -0.67276  1.08452
H  2.00721  -0.30302  1.34966
H  3.06618  -0.21213  0.25811

Results
SMILES string: CNC[C@@H](C)N.O.O
Gap between HOMO and LUMO (eV): 9.986
LUMO level (eV): 0.768
E_HOMO (hartree): -0.339

Going by the energies, iv) is most stable and the next is 84.8 kJ/mol up.

i) # C4H16N2O2

A 3-piece molecular cluster, C4H16N2O2 overall (ωB97M-V with the def2-TZVPD basis set, the OMol25 dataset).

Cartesian coordinates (Å):
C  2.09681  0.76756  0.22907
C  0.66213  0.39005  0.70584
C  -0.50172  1.07828  -0.16930
N  -0.31193  2.50139  -0.11531
C  -1.86594  0.60369  0.26816
N  -2.33138  -0.68559  -0.27916
H  2.29041  1.84829  0.13886
H  2.85113  0.52464  0.96335
H  2.20200  0.38327  -0.79818
H  0.56142  0.74185  1.74550
H  0.52548  -0.67819  0.58452
H  -0.13427  0.57298  -1.08231
H  0.61820  2.87576  -0.06470
H  -0.96142  2.92560  -0.76062
H  -2.14662  0.44822  1.31147
H  -2.53542  1.45119  -0.02924
H  -3.02330  -0.63450  -1.01185
H  -1.55516  -1.25037  -0.59987
O  1.50250  -1.65063  -3.04486
H  1.40105  -1.83989  -2.09087
H  2.45556  -1.63017  -3.17133
O  -0.41826  -2.61928  2.60493
H  -0.06586  -3.48170  2.40535
H  -1.31541  -2.64244  2.26055

Results
SMILES string: CC[C@H](N)CN.O.O
Gap between HOMO and LUMO (eV): 9.477
LUMO level (eV): 0.596
E_HOMO (hartree): -0.326

ii) # C4H16N2O2

A 3-piece molecular cluster, C4H16N2O2 overall (ωB97M-V with the def2-TZVPD basis set, the OMol25 dataset).

Cartesian coordinates (Å):
C  0.80065  0.65028  1.18033
N  0.09636  -0.02165  0.10972
C  -0.44213  -1.33067  0.49731
C  0.95784  -0.12658  -1.06947
C  0.21348  -0.36776  -2.37184
N  -0.54438  0.78030  -2.85847
H  0.29256  0.46541  2.12616
H  1.86636  0.39533  1.32060
H  0.74554  1.73798  1.08347
H  -0.98522  -1.71966  -0.35752
H  -1.14449  -1.18844  1.31244
H  0.30875  -2.07584  0.77405
H  1.51399  0.80209  -1.13421
H  1.65318  -0.97492  -0.91143
H  0.91406  -0.63755  -3.16298
H  -0.48862  -1.19055  -2.27049
H  -1.49206  0.84846  -2.51855
H  -0.06280  1.63645  -2.62884
O  0.10283  -1.19014  3.67366
H  0.45806  -1.72537  4.39360
H  0.85109  -0.64032  3.41999
O  -1.68895  2.27014  -0.08393
H  -2.60887  2.24177  -0.35590
H  -1.31725  1.36125  -0.16770

Results
SMILES string: CN(C)CCN.O.O
Gap between HOMO and LUMO (eV): 9.619
LUMO level (eV): 0.675
E_HOMO (hartree): -0.329

Going by the energies, ii) is most stable and the next is 51.6 kJ/mol up.

i) # C4H16N2O2

A 3-piece molecular cluster, C4H16N2O2 overall (ωB97M-V with the def2-TZVPD basis set, the OMol25 dataset).

Cartesian coordinates (Å):
C  -1.36405  0.86516  -0.36601
C  0.04619  1.39001  -0.66862
C  0.26818  2.93136  -0.15036
N  1.12156  0.59532  -0.00570
C  1.24737  -0.74800  0.21969
N  1.83192  -1.51275  -0.93413
H  -2.10144  1.54127  -0.90806
H  -1.70788  0.98320  0.78265
H  -1.52628  -0.15558  -0.80880
H  0.20236  1.44200  -1.69502
H  -0.33151  3.24988  0.60989
H  0.22733  3.43198  -1.13970
H  1.26310  3.15017  0.27294
H  1.98062  1.08918  0.24875
H  0.31517  -1.19548  0.62637
H  1.97868  -0.90475  1.01064
H  1.19498  -2.20972  -1.16018
H  2.33369  -0.91913  -1.54160
O  -0.56304  -3.51472  -0.10681
H  -1.11164  -3.28613  0.63068
H  -1.13154  -3.27155  -0.86253
O  -1.56679  -1.39138  2.02622
H  -1.65735  -0.53945  2.50931
H  -0.94966  -1.02092  1.41038

Results
SMILES string: CC(C)NCN.O.O
Gap between HOMO and LUMO (eV): 8.909
LUMO level (eV): 0.652
E_HOMO (hartree): -0.303

ii) # C4H16N2O2

A 3-piece molecular cluster, C4H16N2O2 overall (ωB97M-V with the def2-TZVPD basis set, the OMol25 dataset).

Cartesian coordinates (Å):
C  -0.44583  -3.07766  0.13830
N  -0.95732  -1.81639  -0.41882
C  -0.25053  -0.65415  0.16840
C  -0.76111  0.70847  -0.40334
N  0.07005  1.71178  0.23736
C  1.10776  2.54242  -0.40130
H  -0.06304  -3.03797  1.20120
H  0.41952  -3.44499  -0.38048
H  -1.28216  -3.77254  0.24016
H  -1.88227  -1.77226  -0.00167
H  -0.30948  -0.66530  1.27105
H  0.80055  -0.82210  -0.13533
H  -0.65678  0.73688  -1.48931
H  -1.83018  0.81352  -0.20926
H  -0.21013  1.91492  1.17628
H  1.73182  1.98654  -1.06899
H  0.60132  3.29127  -1.01509
H  1.71433  2.91326  0.42008
O  -0.11770  -2.38795  -3.21504
H  -0.51342  -1.80453  -2.55246
H  -0.28806  -3.28130  -2.91344
O  1.08390  3.07991  3.65442
H  0.47241  2.94712  2.90137
H  1.79013  2.45273  3.43887

Results
SMILES string: CNCCNC.O.O
Gap between HOMO and LUMO (eV): 9.137
LUMO level (eV): 0.638
E_HOMO (hartree): -0.312

Going by the energies, ii) is most stable and the next is 67.7 kJ/mol up.